(1)
Molecular formula: C72H157N7O16S3
Method: DFT, ωB97M-V/def2-TZVPD

## Properties
- LUMO: 0.275 eV
- Spin multiplicity: 1

```
255
Properties=species:S:1:pos:R:3:mulliken_charge:R:1
S 19.81 15.57 20.08 1.24
S 12.61 13.99 17.88 0.75
S 11.67 17.45 22.79 1.26
O 19.90 15.18 21.64 -0.04
O 11.38 11.81 20.02 0.88
O 13.83 9.84 18.07 1.18
O 10.39 12.20 11.08 -0.49
O 14.53 17.49 15.31 0.81
O 11.20 14.13 17.82 -0.58
O 13.22 12.65 18.03 -0.09
O 12.70 18.45 22.69 -0.65
O 18.83 12.28 25.82 -0.61
O 20.12 19.31 25.09 -0.53
O 18.61 16.31 19.85 -0.42
O 10.91 20.67 16.26 -0.60
O 13.13 15.01 19.04 -0.20
O 21.08 16.05 19.62 -0.68
O 12.25 16.15 23.45 -0.14
O 10.45 17.76 23.49 -0.70
N 20.31 19.54 23.71 1.09
N 10.91 10.47 20.38 0.29
N 15.06 9.37 17.56 -0.46
N 15.62 17.91 14.52 -0.17
N 18.29 13.36 24.92 1.04
N 11.42 11.62 11.94 0.03
N 10.88 19.39 15.62 0.88
C 22.77 19.36 24.14 -1.51
C 15.09 16.44 12.70 -2.25
C 21.09 14.85 22.38 -0.44
C 16.78 18.51 16.58 -1.91
C 9.01 8.58 21.35 -0.51
C 18.22 11.73 23.14 -1.45
C 16.67 13.69 23.14 -0.98
C 9.69 18.26 13.86 -1.39
C 11.38 15.15 24.03 -0.27
C 21.76 21.62 24.24 -1.37
C 16.36 15.55 14.72 -1.07
C 14.20 7.00 17.92 -1.10
C 10.96 12.01 13.30 2.42
C 13.80 11.67 12.50 -1.71
C 9.78 10.17 19.44 2.19
C 18.58 21.38 23.38 -1.80
C 11.07 16.81 21.30 -0.43
C 18.01 18.93 23.21 -2.34
C 16.46 18.98 15.23 2.23
C 12.97 11.41 10.06 -1.94
C 17.26 7.53 17.39 -0.66
C 9.70 11.24 13.56 -2.21
C 10.39 10.14 18.00 -1.85
C 15.98 14.84 23.92 0.18
C 12.05 11.41 14.19 -0.29
C 10.58 18.39 16.69 2.04
C 13.46 14.56 16.44 -1.08
C 10.67 10.44 21.84 2.74
C 9.19 8.77 19.87 -1.24
C 20.72 20.82 21.20 -0.76
C 13.88 8.24 15.81 -2.18
C 17.49 16.99 13.09 -1.34
C 14.80 8.04 16.95 1.71
C 12.72 12.09 11.44 2.04
C 17.08 15.51 24.83 -0.85
C 19.14 15.20 26.29 -1.82
C 10.80 13.47 13.71 -1.15
C 16.35 11.07 18.59 -2.38
C 14.13 14.64 19.99 -0.02
C 17.01 14.15 26.99 -1.72
C 12.80 13.57 11.24 -1.59
C 9.19 17.17 14.87 -0.94
C 8.69 11.26 19.43 -1.72
C 10.22 9.02 22.06 -1.87
C 17.37 12.68 24.02 2.43
C 16.31 11.82 24.69 -1.91
C 21.88 20.33 22.05 -1.18
C 19.45 13.90 19.51 -0.98
C 12.26 14.07 24.57 -0.76
C 17.86 14.49 25.81 1.76
C 9.62 11.45 22.30 -1.58
C 16.14 9.59 18.51 2.26
C 17.41 8.93 17.85 -1.18
C 16.09 7.45 16.38 -1.52
C 16.15 16.71 13.80 1.89
C 10.22 17.08 16.00 -1.49
C 17.71 19.14 14.41 -1.36
C 11.76 17.97 17.55 -0.50
C 18.39 17.87 13.95 -0.68
C 11.93 10.66 22.58 -2.59
C 21.74 16.15 22.88 -1.21
C 9.85 19.57 14.57 1.57
C 10.57 20.49 13.53 -1.74
C 15.55 20.19 15.22 -1.91
C 21.60 20.24 23.53 0.84
C 15.93 8.96 19.91 -1.77
C 15.53 14.53 19.40 0.30
C 8.55 20.23 14.96 -1.87
C 19.54 19.93 21.51 -1.01
C 19.09 19.96 22.99 2.09
C 9.42 18.79 17.63 -1.70
C 13.43 12.03 13.89 1.54
H 8.12 11.38 18.55 0.53
H 10.14 20.47 12.48 0.37
H 10.83 11.09 17.66 0.17
H 9.74 19.74 18.14 0.38
H 16.30 14.60 14.18 0.63
H 16.16 7.91 19.98 0.44
H 12.78 10.08 22.22 0.19
H 12.92 8.69 16.17 0.11
H 19.17 13.87 18.47 0.47
H 12.71 17.84 17.03 -0.58
H 10.09 13.59 14.48 0.86
H 13.66 15.59 16.45 0.43
H 8.14 20.72 14.08 0.49
H 10.50 21.56 13.83 0.37
H 21.30 22.42 23.62 0.36
H 13.23 7.42 18.23 -0.07
H 15.64 15.35 15.48 -0.34
H 20.47 21.91 21.34 0.33
H 14.88 9.00 20.13 0.44
H 8.44 18.92 17.19 0.31
H 17.46 13.26 27.53 0.36
H 15.46 15.56 23.28 0.80
H 7.97 11.11 20.29 0.25
H 16.76 16.40 25.44 0.58
H 9.16 12.20 19.51 0.20
H 14.18 8.88 14.98 0.33
H 10.48 15.93 21.56 0.25
H 15.46 15.63 12.08 0.52
H 9.72 11.66 23.37 0.50
H 8.71 20.98 15.72 0.31
H 17.56 11.29 22.37 -0.10
H 13.86 18.00 14.89 -0.05
H 12.32 11.61 22.47 0.43
H 14.81 17.35 12.15 0.38
H 11.77 10.60 23.69 0.46
H 11.14 16.68 15.61 -0.03
H 18.48 10.87 23.78 0.59
H 20.45 13.47 19.55 0.44
H 8.22 17.41 15.27 0.46
H 9.83 10.13 13.46 0.39
H 12.10 11.62 19.44 -0.41
H 23.67 19.80 23.85 0.54
H 9.61 9.89 17.28 0.60
H 16.12 21.14 15.38 0.43
H 9.93 16.44 16.78 1.05
H 19.78 18.94 21.24 -0.10
H 11.02 8.34 21.85 0.38
H 15.86 10.96 24.19 0.38
H 14.38 13.98 16.47 0.45
H 11.93 16.45 20.66 -0.22
H 8.31 8.58 19.37 0.51
H 15.55 14.31 18.31 -0.19
H 15.18 14.39 24.52 -0.94
H 18.23 8.92 18.56 0.37
H 21.25 21.69 25.23 0.20
H 22.66 19.25 25.25 0.31
H 17.28 17.58 16.55 0.34
H 12.93 14.49 25.31 0.35
H 19.30 22.14 23.10 0.39
H 15.93 13.16 22.53 0.50
H 11.85 20.77 16.31 0.32
H 15.90 6.48 16.07 0.55
H 10.68 14.63 23.30 0.20
H 16.49 9.58 20.61 0.11
H 17.35 11.34 19.00 0.43
H 19.86 15.39 25.46 0.08
H 16.21 11.48 17.60 0.23
H 20.68 14.27 23.23 0.06
H 18.70 20.17 20.85 0.57
H 17.14 6.77 18.17 0.33
H 14.19 16.02 13.06 0.28
H 7.79 19.53 15.29 0.37
H 10.28 14.03 12.95 0.46
H 22.78 21.85 24.44 0.47
H 19.29 18.07 13.46 0.54
H 22.65 18.33 23.77 0.06
H 12.67 14.17 12.14 -0.06
H 13.49 10.49 17.49 -0.41
H 8.88 18.42 13.11 0.48
H 11.69 14.03 14.02 -0.95
H 10.61 17.95 13.34 0.35
H 17.45 17.56 12.15 0.39
H 11.62 13.35 25.14 0.52
H 18.21 21.56 24.43 0.27
H 9.08 16.26 14.29 0.27
H 17.71 19.02 24.21 0.59
H 11.90 11.69 15.28 -1.03
H 20.26 20.12 25.64 0.28
H 17.29 15.57 15.34 0.23
H 15.60 11.45 19.21 0.30
H 17.80 21.64 22.63 0.44
H 22.48 16.17 23.72 0.49
H 18.56 17.28 14.90 0.16
H 8.88 11.50 12.87 0.53
H 12.84 13.62 23.77 -0.16
H 22.32 16.57 22.07 0.47
H 17.73 9.53 16.98 0.41
H 16.12 15.46 19.50 0.36
H 12.05 13.91 10.54 0.47
H 14.08 15.53 20.63 0.17
H 9.27 11.53 14.52 0.26
H 14.76 12.08 12.27 0.49
H 19.75 12.18 25.54 0.29
H 14.95 20.19 16.14 0.32
H 20.97 20.81 20.15 0.48
H 10.11 8.83 23.12 0.45
H 8.11 9.17 21.70 0.24
H 11.46 17.07 18.11 -0.38
H 16.44 8.09 15.57 0.39
H 17.46 19.75 13.52 0.30
H 20.91 16.73 23.23 0.14
H 14.95 6.98 18.75 0.27
H 9.98 11.36 10.72 0.37
H 13.78 7.27 15.35 0.59
H 17.88 16.00 12.85 0.49
H 18.74 13.38 20.16 -0.03
H 14.92 20.33 14.34 0.30
H 13.42 13.14 13.86 -1.13
H 15.85 18.19 17.09 0.04
H 11.98 18.76 18.26 0.85
H 8.69 7.55 21.58 0.44
H 17.31 19.27 17.21 0.49
H 18.34 19.83 15.00 0.51
H 19.15 12.20 22.74 0.01
H 17.14 19.28 22.68 0.58
H 12.92 14.32 15.56 -0.19
H 9.98 8.00 19.61 0.21
H 22.24 19.39 21.64 0.35
H 11.63 20.21 13.48 0.23
H 19.63 14.63 27.11 0.39
H 14.02 11.61 9.78 0.38
H 18.39 17.97 22.92 0.12
H 18.08 7.30 16.73 0.46
H 17.82 15.93 24.16 -0.31
H 17.05 14.85 27.81 0.45
H 12.79 10.33 10.13 0.46
H 8.63 11.05 22.29 0.32
H 21.75 14.26 21.69 0.37
H 9.30 17.96 18.37 0.27
H 14.07 5.95 17.56 0.38
H 12.37 11.95 9.27 0.35
H 9.61 12.40 21.71 0.03
H 14.22 11.66 14.54 0.15
H 13.68 14.00 10.82 0.53
H 10.76 15.55 24.76 0.36
H 11.96 10.33 14.09 0.73
H 11.14 9.29 17.98 -0.09
H 13.74 13.78 20.51 0.09
H 22.70 21.08 21.93 0.37
H 15.97 13.83 26.73 0.15
H 15.53 12.47 25.09 0.08
H 16.90 11.49 25.51 0.57
H 17.35 14.16 22.50 -0.52
H 16.05 13.78 20.00 -0.35
H 13.93 10.55 12.34 0.25
H 10.49 17.58 20.83 0.40
H 18.94 16.13 26.76 0.49
```

(2)
Molecular formula: C4H11NO2S
Method: DFT, ωB97M-V/def2-TZVPD

## Properties
- LUMO: 0.342 eV
- Spin multiplicity: 1
- Energy above the lowest of the compared OMol25 structures with the same formula, charge and spin: 79.3 kcal per mole

```
19
Properties=species:S:1:pos:R:3:mulliken_charge:R:1
S -2.12 -0.29 0.01 -0.16
O 1.78 -0.78 -1.07 -0.60
O 1.01 1.95 0.03 -0.52
N 1.46 -0.69 1.58 -0.82
C -0.34 -0.14 -0.07 1.10
C 0.05 -0.54 1.28 -1.37
C 0.24 -0.77 -1.35 -0.76
C -0.22 1.40 -0.14 -1.01
H -2.32 0.60 -0.95 0.13
H -0.08 -1.74 -1.25 0.48
H 0.00 -0.13 -2.26 0.31
H 1.91 -0.85 0.51 0.43
H -0.82 1.63 0.75 0.46
H 1.83 0.26 1.79 0.33
H -0.72 1.90 -1.08 0.34
H -0.43 0.01 2.05 0.60
H 2.30 -1.46 -1.56 0.28
H 1.74 1.74 -0.73 0.36
H -0.32 -1.57 1.57 0.40
```

(3)
Molecular formula: C3H6N2O
Method: DFT, ωB97M-V/def2-TZVPD

## Properties
- LUMO: -0.073 eV
- Spin multiplicity: 1
- Energy above the lowest of the compared OMol25 structures with the same formula, charge and spin: 83.3 kcal per mole

```
12
Properties=species:S:1:pos:R:3:mulliken_charge:R:1
O 1.66 0.27 -1.70 -0.50
N -2.80 -0.45 2.08 -0.51
N -0.10 -0.47 -0.19 -0.18
C -0.41 -0.16 1.22 -0.64
C -1.71 -0.35 1.67 0.29
C 0.81 0.64 -0.67 -0.36
H 0.45 -0.31 1.85 0.30
H 1.40 0.91 0.20 0.32
H -0.96 -0.52 -0.74 0.34
H 0.13 1.47 -0.88 0.31
H 1.23 0.41 -2.55 0.33
H 0.36 -1.38 -0.35 0.29
```

(4)
Molecular formula: C3H11NOP
Method: DFT, ωB97M-V/def2-TZVPD

## Properties
- LUMO: -3.758 eV
- Spin multiplicity: 1
- Charge: +1
- Energy above the lowest of the compared OMol25 structures with the same formula, charge and spin: 80.8 kcal per mole

```
17
Properties=species:S:1:pos:R:3:mulliken_charge:R:1
P 2.11 -0.58 -0.36 0.32
O 2.98 0.82 -0.10 -0.45
N -1.11 -0.76 0.69 0.02
C -0.24 1.49 -0.15 -0.95
C -1.46 -1.27 -0.65 -0.80
C -0.06 0.23 0.65 -0.79
H -1.77 -2.38 -0.43 0.34
H -0.58 -1.23 -1.25 0.33
H -2.24 -0.68 -1.11 0.35
H 2.75 1.40 -0.87 0.37
H 0.72 2.03 -0.31 0.30
H -1.95 -0.34 1.05 0.33
H -0.92 2.26 0.36 0.32
H -0.63 1.24 -1.20 0.32
H 2.66 -1.22 0.77 0.08
H 0.49 0.42 1.59 0.53
H -0.74 -1.44 1.30 0.37
```

(5)
Molecular formula: C2H2N2O3
Method: DFT, ωB97M-V/def2-TZVPD

## Properties
- LUMO: -0.809 eV
- Spin multiplicity: 1
- Energy above the lowest of the compared OMol25 structures with the same formula, charge and spin: 74.5 kcal per mole

```
9
Properties=species:S:1:pos:R:3:mulliken_charge:R:1
O -0.60 0.24 -0.16 -0.31
O -1.09 -2.07 -0.03 -0.48
O 0.48 2.21 -0.06 -0.59
N 1.65 0.15 -0.28 -0.37
N 1.13 -1.13 -0.47 -0.22
C 0.55 0.91 -0.26 0.63
C -0.08 -1.15 -0.28 0.57
H -0.23 2.54 0.97 0.43
H -1.81 -1.70 0.55 0.35
```

(6)
Molecular formula: C5H10O3
Method: DFT, ωB97M-V/def2-TZVPD

## Properties
- LUMO: 0.926 eV
- Spin multiplicity: 1
- Energy above the lowest of the compared OMol25 structures with the same formula, charge and spin: 48.3 kcal per mole

```
18
Properties=species:S:1:pos:R:3:mulliken_charge:R:1
O -0.71 0.14 -0.84 -0.43
O 0.36 1.83 0.29 -0.40
O 1.14 -0.39 0.58 -0.46
C -0.15 -0.84 0.09 1.41
C 1.43 0.98 -0.03 -0.17
C -1.14 -0.95 1.24 -1.41
C 0.06 -2.09 -0.81 -1.36
C -0.81 1.49 -0.45 -0.19
H 0.62 -2.79 -0.16 0.37
H 1.50 0.76 -1.22 0.25
H -1.00 -1.91 1.93 0.31
H -0.92 -2.56 -1.18 0.29
H -2.17 -1.07 0.77 0.30
H 2.34 1.31 0.43 0.27
H -0.85 2.07 -1.40 0.26
H 0.68 -1.75 -1.65 0.33
H -1.16 -0.01 1.78 0.34
H -1.69 1.72 0.18 0.29
```

(7)
Molecular formula: C25H21GeIrN3O2S2
Method: DFT, ωB97M-V/def2-TZVPD

## Properties
- LUMO (alpha / beta): -7.144 / -7.288 eV
- Spin multiplicity: 1
- Charge: +1
- Energy above the lowest of the compared OMol25 structures with the same formula, charge and spin: 51.5 kcal per mole

```
55
Properties=species:S:1:pos:R:3:mulliken_charge:R:1
Ir 0.33 0.26 1.65 1.94
Ge 0.08 0.41 -0.86 -0.90
S 2.13 -1.15 1.74 -0.47
S 1.46 0.76 3.73 -0.18
O -1.18 1.59 1.64 -0.79
O -3.23 2.45 1.69 -0.61
N -1.14 -1.40 2.29 -0.71
N 3.27 -0.54 6.71 -0.35
N 3.82 -3.81 3.71 -0.38
C 1.96 0.77 -1.33 0.50
C -0.64 2.92 -2.15 -0.41
C 2.58 1.94 -0.88 -0.16
C -2.45 1.56 1.93 0.70
C 2.67 -0.14 -2.11 -0.36
C 3.17 -0.97 5.65 -0.25
C -2.93 0.29 2.66 -0.71
C -2.87 3.78 -2.40 -0.60
C 0.23 -2.54 -0.87 0.00
C 3.03 -1.44 4.32 0.57
C -1.23 -4.00 -2.11 -0.53
C -1.94 -2.90 -2.57 -0.69
C -2.54 -1.01 1.99 -0.39
C 2.33 -0.69 3.39 0.65
C 3.98 0.14 -2.48 -0.68
C -1.50 3.91 -2.59 -0.66
C -3.38 2.67 -1.74 -0.81
C -0.48 -1.43 -1.34 0.69
C -0.15 -3.82 -1.25 -0.87
C 4.58 1.31 -2.05 -0.50
C -1.16 1.79 -1.52 0.37
C 3.51 -2.73 3.98 -0.08
C -1.57 -1.62 -2.19 -0.22
C -2.53 1.67 -1.32 0.34
C 3.89 2.21 -1.25 -0.82
H -1.52 -4.99 -2.40 0.42
H 1.07 -2.41 -0.21 0.45
H -2.53 0.35 3.68 0.31
H -1.09 4.79 -3.08 0.43
H -2.78 -3.04 -3.24 0.44
H -2.63 -0.94 0.91 0.17
H -2.13 -0.76 -2.56 0.49
H 2.04 2.63 -0.25 0.52
H 0.43 3.02 -2.31 0.39
H 0.41 -4.67 -0.89 0.47
H -3.53 4.56 -2.76 0.40
H -0.91 -2.26 1.81 0.24
H 4.37 3.11 -0.90 0.43
H -4.44 2.61 -1.54 0.43
H -1.03 -1.55 3.29 0.32
H 5.61 1.52 -2.33 0.41
H 4.52 -0.56 -3.10 0.43
H 2.20 -1.06 -2.45 0.40
H -3.22 -1.80 2.34 0.48
H -4.02 0.36 2.72 0.37
H -2.94 0.81 -0.81 0.37
```

(8)
Molecular formula: C2H3N2O
Method: DFT, ωB97M-V/def2-TZVPD

## Properties
- LUMO: -6.865 eV
- Spin multiplicity: 1
- Charge: +1
- Energy above the lowest of the compared OMol25 structures with the same formula, charge and spin: 106.2 kcal per mole

```
8
Properties=species:S:1:pos:R:3:mulliken_charge:R:1
O 1.39 0.51 0.01 0.08
N 1.26 -0.74 0.00 -0.04
N 0.25 1.17 -0.01 0.01
C -0.87 -0.06 -0.01 0.12
C -0.03 -1.11 0.00 -0.27
H -1.91 0.22 -0.04 0.42
H 0.16 2.17 0.04 0.28
H -0.27 -2.16 0.01 0.40
```

(9)
Molecular formula: C5H6N3O2
Method: DFT, ωB97M-V/def2-TZVPD

## Properties
- LUMO: -6.005 eV
- Spin multiplicity: 1
- Charge: +1
- Energy above the lowest of the compared OMol25 structures with the same formula, charge and spin: 75.0 kcal per mole

```
16
Properties=species:S:1:pos:R:3:mulliken_charge:R:1
O -3.15 -0.53 0.57 -0.40
O 0.87 1.39 0.13 -0.36
N 2.62 -0.11 -0.11 -0.54
N -1.15 -0.52 -0.79 -0.35
N 0.81 -2.26 0.16 -0.22
C 1.39 0.18 0.05 0.38
C -1.38 0.91 -0.65 0.06
C -0.52 1.61 0.39 -0.58
C 0.58 -1.03 -0.02 0.61
C -2.24 -0.17 -0.08 0.43
H -1.55 1.44 -1.59 0.37
H 1.71 -2.55 0.55 0.32
H -0.64 2.69 0.34 0.29
H 0.15 -2.98 -0.13 0.31
H -0.76 1.25 1.40 0.37
H 3.26 0.67 -0.23 0.31
```

(10)
Molecular formula: C3H8N2O
Method: DFT, ωB97M-V/def2-TZVPD

## Properties
- LUMO: 0.896 eV
- Spin multiplicity: 1
- Energy above the lowest of the compared OMol25 structures with the same formula, charge and spin: 23.0 kcal per mole

```
14
Properties=species:S:1:pos:R:3:mulliken_charge:R:1
O -1.27 3.18 -0.93 -0.56
N -0.92 1.05 -0.16 -0.10
N 1.39 -1.81 0.48 -0.53
C -0.70 2.11 -0.97 0.10
C -0.38 -0.26 -0.37 -0.56
C 0.49 -0.73 0.79 -0.41
H 0.97 -2.59 -0.02 0.19
H -1.51 1.26 0.63 0.23
H 1.91 -2.08 1.30 0.21
H 0.23 -0.30 -1.26 0.35
H 1.10 0.14 1.07 0.31
H -0.11 -0.90 1.70 0.26
H 0.01 1.89 -1.79 0.25
H -1.20 -0.97 -0.45 0.25
```

(11)
Molecular formula: C5H8FN
Method: DFT, ωB97M-V/def2-TZVPD

## Properties
- LUMO (alpha / beta): -0.834 / -0.832 eV
- Spin multiplicity: 1
- Energy above the lowest of the compared OMol25 structures with the same formula, charge and spin: 177.0 kcal per mole

```
15
Properties=species:S:1:pos:R:3:mulliken_charge:R:1
F -4.82 0.46 -0.24 -0.12
N -4.17 -0.69 0.12 -0.11
C -2.21 -0.03 0.10 0.71
C 2.67 -0.15 -0.21 -1.18
C 0.32 0.80 0.13 -0.71
C -1.08 0.36 0.19 -0.60
C 1.22 -0.37 -0.29 -0.14
H 0.86 -0.66 -1.36 0.25
H 0.44 1.70 -0.57 0.26
H 3.30 -1.13 -0.20 0.28
H 0.71 1.04 1.10 0.27
H 2.93 0.39 0.69 0.34
H 3.20 0.51 -1.03 0.28
H 1.17 -1.33 0.44 0.21
H -4.53 -0.91 1.13 0.27
```